Entry 1:
The following is a DFT calculation (ωB97M-V/def2-TZVPD) of C4H5NaO6 as an isolated structure at a distorted geometry.

Geometry as XYZ:
```
16
Properties=species:S:1:pos:R:3
O 2.149 0.726 3.402
O 0.170 -1.227 -0.408
H -0.287 1.337 0.377
Na -0.038 -2.872 -2.423
C -0.107 0.332 -4.041
H 0.979 -1.143 0.174
C -0.499 0.529 1.095
H -1.732 -0.503 -0.354
O -0.290 -0.820 -3.950
C -0.926 -0.719 0.358
O 0.680 0.192 1.798
O 0.737 2.305 2.658
H -1.305 0.839 1.777
C 1.256 1.182 2.674
O 0.481 1.311 -4.224
H -1.268 -1.469 1.086
```

## Properties
Multiplicity: 1
Calculated total energy (eV): -20929.9441
Orbital gap (eV): 4.30
Energy above the lowest of the compared OMol25 structures with the same formula, charge and spin (kcal per mole): 43.3
LUMO level (eV): -2.42
Molar mass (g/mol): 172.1

Entry 2:
The following is a DFT calculation (ωB97M-V/def2-TZVPD) of a 2-piece molecular cluster, C8H10 overall at a distorted geometry.

Geometry as XYZ:
```
18
Properties=species:S:1:pos:R:3
H -2.881 -1.800 0.307
C -0.923 -1.205 -0.173
H 2.333 1.244 0.592
C -1.858 1.235 0.045
H 1.858 -1.092 0.897
H 3.677 1.008 -0.615
C -2.702 0.235 0.240
H -2.373 2.287 -0.066
H 0.352 1.896 -0.209
H 3.057 -1.437 -0.514
C 2.622 -0.702 0.253
C -0.449 1.124 -0.178
C -2.257 -1.022 0.090
H 1.096 -0.400 -0.375
C 3.019 0.605 0.161
H -3.848 0.435 0.300
C -0.035 -0.172 -0.359
H -0.688 -2.241 -0.395
```

## Properties
Multiplicity: 1
Calculated total energy (eV): -8454.8907
Orbital gap (eV): 10.32
Energy above the lowest of the compared OMol25 structures with the same formula, charge and spin (kcal per mole): 77.9
Structure (SMILES): c1ccccc1.C=C
LUMO level (eV): 1.10
Molar mass (g/mol): 106.2

Entry 3:
The following is a DFT calculation (ωB97M-V/def2-TZVPD) of C30H31BrCrN7O2S as an isolated structure.

Geometry as XYZ:
```
73
Properties=species:S:1:pos:R:3
H -3.511 2.053 0.833
C 2.491 1.523 -0.166
H -1.121 2.017 4.717
H -0.948 -4.041 -1.480
O -0.061 -2.159 0.178
H -2.764 -0.733 2.832
C -3.479 -2.781 2.731
H -4.722 -0.016 -0.318
C 0.470 4.628 -0.467
C -4.441 -4.984 2.461
C 1.568 3.827 -0.334
H -1.701 4.632 -0.692
H -4.597 -5.869 1.856
C -5.008 -4.897 3.726
Cr 0.145 -0.047 0.178
C 1.407 2.432 -0.284
H 6.178 2.393 0.000
S -2.910 -1.234 0.520
H 2.116 -2.318 -0.367
H -5.219 -1.303 0.800
H -3.232 -4.012 0.982
H -1.871 2.184 -0.547
H 0.572 5.705 -0.508
C -0.486 1.174 2.837
C 0.231 0.168 2.189
H 0.806 -4.149 -1.479
H -6.102 0.835 4.852
C -0.915 2.678 -0.482
C -3.675 -3.935 1.969
H 0.186 -3.323 2.329
C -0.086 -4.303 -0.868
C 3.195 -0.662 0.017
C -4.548 -0.451 0.666
H -1.033 1.918 2.264
H 6.679 0.733 0.184
H -5.257 -3.680 5.475
Br 0.014 0.350 6.868
N 0.087 -3.927 1.525
C -4.817 -3.753 4.488
N 4.454 -0.303 0.074
H 1.552 -1.510 2.511
C -4.683 0.540 1.785
N 2.942 -1.999 0.104
H 2.574 4.220 -0.265
O -1.945 -0.100 0.171
N 0.160 1.859 -0.340
C -4.058 1.782 1.722
C -4.144 2.668 2.786
N 5.962 1.414 0.013
C -0.550 1.239 4.226
H -3.926 -1.802 4.585
C -4.066 -2.698 3.989
H -4.934 3.015 4.752
C -4.868 2.325 3.920
C 4.679 1.028 -0.010
H -3.654 3.634 2.725
C -2.612 -1.643 2.252
C -0.812 4.031 -0.556
H -0.139 -5.352 -0.585
C -5.425 0.211 2.916
C 0.877 -0.701 4.371
N 2.137 0.184 -0.096
H 3.769 -2.566 0.012
N 3.746 1.963 -0.127
C -0.021 -3.389 0.315
C -5.519 1.099 3.978
H -1.548 -1.882 2.276
H -5.935 -0.746 2.964
H 0.108 -4.921 1.660
H 1.415 -1.421 4.976
H -5.596 -5.719 4.114
C 0.121 0.289 4.979
C 0.930 -0.748 2.980
```

## Properties
Multiplicity: 5
Calculated total energy (eV): -155436.0192
Total charge: +1
Orbital gap (spin up / spin down) (eV): 5.48 / 8.27
Energy above the lowest of the compared OMol25 structures with the same formula, charge and spin (kcal per mole): 0.0
⟨S²⟩: 6.082
LUMO level (spin up / spin down) (eV): -2.51 / -2.67
Molar mass (g/mol): 685.6

Entry 4:
The following is a DFT calculation (ωB97M-V/def2-TZVPD) of C46H49AuBrNOP2 as an isolated structure.

Geometry as XYZ:
```
101
Properties=species:S:1:pos:R:3
C 0.430 2.640 -1.976
H -5.751 2.053 -0.843
H -3.406 -7.291 -2.779
H -2.735 0.635 5.462
C -2.856 -2.939 0.456
C -2.745 -5.532 -1.757
C -3.499 -6.216 -2.701
H -6.113 -1.657 4.174
C 2.093 -3.522 1.676
H 0.164 3.073 -2.942
C -3.233 0.048 4.703
C 3.898 4.993 2.810
H 5.034 5.495 1.001
H 3.274 -4.311 3.277
H 2.524 3.698 -3.267
H 1.434 -0.766 -5.632
C -0.781 -3.900 -0.365
C 4.099 -4.458 -0.009
H 1.313 -3.151 2.333
C 0.203 -2.006 -4.394
C -4.488 -0.490 4.950
H 2.885 6.646 1.774
C 2.775 3.442 -2.237
C -4.524 -1.462 2.754
H 5.805 5.956 2.515
C 1.992 -3.345 0.295
C -4.340 0.647 -0.063
P -2.487 -1.199 0.911
H 3.189 2.431 -2.229
H 3.553 4.128 -1.901
C 3.090 6.303 2.787
C 2.070 -0.713 -3.585
C 0.974 4.971 -1.387
C -3.217 -0.130 -0.337
H -2.719 0.750 -3.573
C 1.624 1.920 0.730
C -2.858 -4.150 -1.653
N -2.096 -3.393 -0.691
C 1.837 -1.172 -2.301
H 2.141 6.192 3.312
C 4.230 4.647 4.261
H 5.054 -5.144 1.781
H 2.889 -0.034 -3.776
C 3.090 3.908 2.125
H -4.966 -0.324 5.906
H 3.663 7.084 3.287
C -2.617 -0.170 3.480
C -4.879 1.450 -1.057
C 1.516 3.532 -1.360
H -5.190 -3.613 -4.040
H -0.460 -4.649 -1.094
C 0.790 -2.066 -2.063
C -5.134 -1.243 3.978
C -3.259 -0.923 2.501
H -4.967 -6.067 -4.254
C 4.194 -4.637 1.365
H -3.821 -2.384 -2.394
O 1.062 0.985 0.101
H -3.920 -2.969 0.211
H -2.703 -3.558 1.352
C 2.675 4.090 0.791
C -4.303 1.482 -2.318
H -0.428 -2.332 -5.209
C -3.175 0.717 -2.592
H 0.098 5.074 -0.746
H 2.956 5.014 0.309
H -1.636 0.251 3.290
C -2.626 -0.083 -1.605
P 0.513 -2.609 -0.383
H 2.929 -3.674 -1.623
H 0.677 5.218 -2.407
C 2.024 1.768 2.115
H 5.800 4.264 2.015
H 4.797 5.467 4.700
C -4.504 -4.154 -3.403
H -1.743 -0.673 -1.825
C 1.931 3.186 0.076
H 4.848 3.750 4.339
C 3.193 -4.171 2.208
H -2.091 -6.086 -1.096
C 3.000 -3.812 -0.552
C -3.740 -3.461 -2.476
H -5.045 -2.040 2.001
Br 1.577 0.149 2.984
H -0.855 -3.163 -2.945
H 0.765 1.621 -2.144
C -4.378 -5.531 -3.524
H -4.730 2.109 -3.089
H 3.333 4.512 4.867
H -0.474 2.611 -1.365
H 1.710 5.713 -1.082
H 2.472 -0.841 -1.488
C 2.727 2.713 2.787
C -0.033 -2.479 -3.112
H 4.881 -4.825 -0.659
H 3.018 2.550 3.814
C 5.211 5.182 2.030
H -4.790 0.634 0.921
C 1.251 -1.128 -4.630
Au -0.239 -0.678 0.797
H -0.726 -4.381 0.622
```

## Properties
Multiplicity: 3
Calculated total energy (eV): -144334.2245
Total charge: +2
Orbital gap (spin up / spin down) (eV): 8.44 / 5.54
⟨S²⟩: 2.032
LUMO level (spin up / spin down) (eV): -4.53 / -7.72
Molar mass (g/mol): 970.7

Entry 5:
The following is a DFT calculation (ωB97M-V/def2-TZVPD) of C37H49N7O5S2Ti as an isolated structure at a distorted geometry.

Geometry as XYZ:
```
101
Properties=species:S:1:pos:R:3
C 3.962 2.450 0.913
C -5.188 1.832 -2.542
H 1.447 -4.531 5.551
H 4.580 -0.045 3.775
O -3.129 2.394 0.306
H -1.828 -1.161 1.290
H -7.069 0.983 -0.469
C 5.487 1.319 2.391
H 3.445 -4.995 -1.865
H -0.055 -2.072 -1.730
N -6.107 1.268 -3.346
H 1.662 2.726 -1.744
N 1.559 2.034 0.970
C 1.733 -2.870 2.631
C 0.225 6.031 1.500
C -1.189 -1.321 -3.256
N -0.029 -1.315 -2.397
H 1.641 -2.229 -3.360
O -1.553 -1.130 3.300
C 1.424 -5.716 -1.733
C 5.251 2.227 1.363
C 3.081 -2.548 2.645
H 6.077 2.765 0.914
C 3.845 -2.971 3.720
C -2.400 1.400 0.270
C 1.253 -1.244 -3.073
H 2.488 0.915 -0.844
C -2.970 -0.009 0.066
H -0.985 -4.410 0.264
H -0.454 0.053 4.496
H -1.129 -2.080 -4.050
H 6.493 1.151 2.756
H -6.210 0.013 1.478
H -0.050 3.443 -0.665
H -2.136 -1.879 -0.128
C 2.288 -3.857 -0.472
C 3.115 0.872 2.507
H 0.855 1.322 -4.326
C 2.871 1.776 1.476
C 0.181 -5.562 -1.141
O -1.137 1.445 0.305
H 4.900 -2.725 3.755
C -0.019 -4.546 -0.212
H 0.050 -3.740 3.648
N 1.803 0.682 -1.555
H 1.114 -0.696 -4.003
C 4.414 0.647 2.956
H -0.633 -6.228 -1.398
C 1.072 5.437 2.425
H -4.429 -1.396 0.748
H 0.597 2.970 -3.818
C -5.450 0.483 0.854
H -6.960 0.926 -2.938
H 2.282 0.375 2.982
C -0.167 5.297 0.389
C 1.903 -3.990 4.731
H 1.579 -6.505 -2.460
H -4.391 1.948 -0.718
H 2.169 3.684 2.979
C 1.112 3.382 1.136
C 1.038 -3.710 0.111
S -1.086 1.530 -2.972
C 0.275 3.996 0.204
H -3.252 -0.044 -0.992
H -2.060 -1.572 -2.643
C -1.431 0.040 -3.950
H 3.099 -3.188 -0.208
H -2.481 0.114 -4.234
O 1.378 -1.185 0.632
H 1.395 5.990 3.299
H -0.120 7.048 1.641
H 2.678 1.978 -2.972
H -4.093 2.650 -4.063
C -6.033 0.647 -0.545
C 1.120 -3.564 3.666
H 3.773 3.171 0.124
C 1.740 1.868 -2.411
O -0.078 0.384 2.555
H -6.161 1.557 -4.308
H 2.646 -1.204 -1.443
N -1.888 -0.984 0.280
C 0.622 1.941 -3.462
H 3.512 -1.945 1.855
C 1.512 4.133 2.244
H 3.162 -0.295 -2.862
H -5.273 1.477 1.272
C 2.303 -0.531 -2.224
H -3.419 2.811 -2.490
C -4.176 -0.351 0.954
H -0.858 0.118 -4.875
H 3.867 -4.026 5.587
H -0.822 5.744 -0.350
C -0.739 -0.227 3.473
C 3.260 -3.698 4.752
H -6.021 -0.301 -1.094
Ti 0.410 0.520 0.643
N -4.219 2.593 -3.068
N -5.214 1.629 -1.247
S 0.698 -2.413 1.276
H -3.830 -0.319 1.991
C 2.476 -4.865 -1.402
```

## Properties
Multiplicity: 2
Calculated total energy (eV): -104617.4097
Total charge: +1
Orbital gap (spin up / spin down) (eV): 6.59 / 6.87
Energy above the lowest of the compared OMol25 structures with the same formula, charge and spin (kcal per mole): 25.7
⟨S²⟩: 0.754
LUMO level (spin up / spin down) (eV): -2.24 / -2.25
Molar mass (g/mol): 783.8